[1]
Molecular formula: C30H90O15
Method: DFT, ωB97M-V/def2-TZVPD

Calculated values
- HOMO-LUMO gap (eV) = 9.76
- highest occupied orbital energy (eV) = -9.40
- relative energy (zero: lowest compared OMol25 entry of this formula, charge and spin) (kJ/mol) = 407.0
- largest force on an atom (eV/A) = 3.04
- E (eV) = -63279.08896

```
135
Properties=species:S:1:pos:R:3:forces:R:3
C -4.29938 0.78920 -2.59901 -1.0 0.9 0.1
C -5.55883 -0.06942 -2.42300 1.3 0.0 -0.1
O -5.65821 -0.87812 -3.58722 -0.1 -0.7 -0.2
H -3.35330 0.25409 -2.66403 -0.2 -0.4 0.0
H -4.21993 1.49749 -1.77270 0.0 0.0 0.1
H -4.46793 1.37002 -3.50727 0.4 0.0 -0.1
H -6.48662 0.50113 -2.37603 0.2 0.3 0.4
H -5.41245 -0.65586 -1.51439 -0.4 -0.2 0.0
H -5.76148 -1.79361 -3.31834 -0.1 0.0 -0.1
C 2.76767 -3.27672 1.55110 0.3 -0.1 -0.9
C 4.10805 -3.34415 2.23959 0.2 -0.5 0.7
O 3.86392 -3.87498 3.54438 0.0 0.1 0.4
H 2.11629 -2.50650 1.96467 0.1 0.1 0.1
H 2.23014 -4.22576 1.55944 0.2 -0.1 0.4
H 2.93177 -3.08219 0.48996 0.0 0.4 0.0
H 4.62127 -2.38393 2.32495 -0.4 0.3 -0.1
H 4.84426 -4.00101 1.77034 -0.3 -0.1 -0.6
H 4.71226 -3.93555 3.99206 -0.1 -0.1 0.2
C 2.20230 4.11050 -1.95338 0.4 0.4 1.2
C 0.71560 4.36480 -2.06953 0.6 0.0 -0.1
O 0.29517 3.94500 -3.34745 -0.5 -0.6 -1.1
H 2.46570 3.07162 -1.75144 -0.2 -0.2 -0.4
H 2.53437 4.62698 -1.04908 0.1 0.1 0.0
H 2.80014 4.49542 -2.77853 -0.2 0.0 -0.2
H 0.48619 5.42688 -1.97959 0.0 0.0 0.4
H 0.17706 3.78491 -1.31904 -0.1 0.3 0.2
H -0.18718 4.64001 -3.79843 -0.1 -0.1 0.0
C 0.06859 -0.73136 -5.04240 -0.8 -0.2 0.0
C 0.00093 0.77210 -4.93074 -1.2 -0.1 -1.5
O 0.75512 1.21481 -3.89391 2.2 0.2 2.1
H -0.76390 -1.01861 -5.68763 0.1 -0.2 -0.1
H -0.12127 -1.19506 -4.07365 0.1 0.0 0.0
H 0.98106 -1.14613 -5.46983 0.2 0.3 0.1
H -1.02388 1.12287 -4.77119 -0.3 -0.4 -0.1
H 0.29408 1.20480 -5.89365 0.2 0.1 -0.1
H 0.66281 2.15414 -3.69395 -0.4 0.4 -0.4
C -2.91736 3.96975 0.16763 0.3 0.3 0.0
C -3.12180 3.25197 1.51664 -0.3 0.4 -1.0
O -4.44406 2.78109 1.66201 0.0 0.3 0.3
H -3.52010 4.87481 0.07684 -0.3 -0.1 0.2
H -3.11960 3.36279 -0.71587 -0.2 -0.3 0.2
H -1.89496 4.33749 0.05275 0.2 -0.2 0.2
H -2.93154 3.98469 2.30263 0.1 -0.1 0.2
H -2.41251 2.42490 1.59573 0.2 0.0 0.2
H -4.45495 1.83526 1.43813 0.0 0.0 -0.2
C -2.74945 -2.71707 -3.22019 -0.3 -0.1 0.6
C -2.76493 -3.01189 -1.71067 0.5 -0.1 -1.5
O -1.43097 -2.84811 -1.23417 -0.4 0.5 0.9
H -2.29506 -1.73401 -3.33868 0.0 -0.1 -0.3
H -3.74330 -2.69991 -3.66707 0.0 0.0 0.1
H -2.17359 -3.50001 -3.71357 0.2 0.2 -0.1
H -3.11660 -4.03623 -1.57430 -0.1 0.0 0.4
H -3.41289 -2.29953 -1.20129 0.1 -0.1 0.2
H -0.82069 -3.47387 -1.64717 0.0 -0.3 -0.2
C 4.59217 0.75733 -4.40833 0.4 0.7 0.0
C 3.90947 -0.18645 -3.45821 0.5 -1.0 -1.0
O 3.11602 0.43038 -2.47553 0.2 0.1 -0.1
H 5.08214 0.24312 -5.23596 -0.1 -0.3 0.1
H 5.37873 1.30662 -3.88826 -0.1 0.2 0.0
H 3.88466 1.46299 -4.84644 0.0 0.1 0.1
H 4.67313 -0.80673 -2.98653 -0.1 0.1 0.4
H 3.34272 -0.88467 -4.08138 -0.5 -0.1 0.2
H 2.35365 0.79178 -2.94909 -0.5 0.0 0.0
C -6.01207 -0.98978 1.52299 0.4 0.8 0.0
C -4.48471 -0.90018 1.43626 -0.9 0.1 -0.1
O -4.12520 0.28630 0.75083 -0.4 0.1 -0.3
H -6.32143 -1.93440 1.96795 -0.1 0.1 0.1
H -6.49367 -0.85321 0.55411 0.2 -0.3 -0.2
H -6.36401 -0.13580 2.10408 -0.1 -0.2 0.3
H -4.14073 -1.77643 0.88336 0.4 -0.1 0.2
H -4.06238 -0.82022 2.43921 0.1 -0.6 0.1
H -3.17514 0.23585 0.55697 0.2 -0.3 -0.2
C 3.37656 1.08157 4.54648 0.1 -0.2 0.3
C 2.77179 -0.27380 4.22477 -0.1 -0.5 -0.7
O 1.78609 -0.67370 5.16497 0.1 0.4 0.4
H 3.84794 1.08759 5.53027 -0.2 -0.1 0.2
H 2.63677 1.88099 4.51630 0.0 -0.1 0.0
H 4.19140 1.33424 3.86676 -0.2 -0.1 -0.3
H 3.51891 -1.06684 4.13440 0.4 0.2 0.3
H 2.29609 -0.29071 3.23924 0.0 0.5 -0.2
H 1.51034 -1.56345 4.93015 0.0 0.0 0.1
C 4.50848 1.57486 0.42662 0.1 -0.5 0.5
C 4.33457 0.07880 0.75166 0.1 0.3 -0.6
O 4.56257 -0.69774 -0.41010 0.4 -0.4 0.0
H 4.36282 2.20143 1.30813 -0.2 0.0 0.0
H 3.84354 1.88211 -0.37932 -0.1 0.0 0.1
H 5.53708 1.75014 0.10924 0.0 -0.1 -0.2
H 3.34882 -0.20055 1.13085 -0.2 0.5 0.3
H 5.07485 -0.24238 1.48552 0.0 0.1 0.1
H 4.00003 -0.34090 -1.11109 -0.2 0.1 0.2
C 1.20162 3.35620 2.13209 0.3 0.7 -0.8
C 0.74224 4.80843 2.26258 0.0 -0.9 0.2
O 0.38813 5.34190 0.99506 0.4 0.1 -0.2
H 2.21010 3.32352 1.71401 0.1 0.1 -0.1
H 0.57487 2.85898 1.39078 -0.3 -0.4 0.5
H 1.28060 2.88717 3.11074 -0.5 -0.2 -0.1
H 1.58285 5.33720 2.71690 -0.3 0.5 0.1
H -0.16539 4.85737 2.86758 0.2 0.0 0.5
H -0.00540 6.19735 1.18721 0.0 0.1 -0.3
C 0.71734 0.14830 0.05773 0.6 1.1 0.0
C -0.67683 0.50630 -0.41275 0.6 -0.8 -0.8
O -1.59268 -0.42767 0.11514 -0.8 0.5 0.6
H 1.43760 0.83030 -0.40133 0.1 0.1 0.0
H 1.05062 -0.84698 -0.23741 -0.4 -0.1 0.0
H 0.82681 0.27945 1.13553 -0.1 -0.2 0.1
H -0.68644 0.47305 -1.50638 -0.1 -0.1 -0.2
H -1.00619 1.52038 -0.18352 0.1 -0.1 0.5
H -1.40591 -1.31277 -0.22624 0.2 -0.3 -0.3
C -1.61237 -2.92524 2.73467 0.1 -0.1 -0.7
C -1.18075 -4.18894 2.00247 0.5 0.0 0.5
O -0.83568 -5.16532 2.97073 0.1 -0.7 0.2
H -2.05443 -2.18957 2.06305 -0.2 0.0 0.1
H -0.71924 -2.44777 3.14263 0.0 0.0 0.2
H -2.28096 -3.20120 3.54929 -0.1 0.2 -0.1
H -0.29480 -4.00336 1.39021 -0.1 0.2 -0.3
H -1.92134 -4.68660 1.37700 -0.2 0.4 0.0
H -0.16746 -4.79677 3.55534 0.1 0.0 0.0
C -1.75426 0.37640 4.31545 0.3 -0.1 0.9
C -1.34538 1.63032 5.09101 0.7 0.0 -0.7
O -1.38036 1.35068 6.48285 -0.5 0.0 -0.1
H -1.34913 -0.51771 4.79248 0.2 0.1 0.2
H -1.34781 0.34312 3.30455 -0.4 0.3 -0.2
H -2.83633 0.26939 4.39250 0.0 0.0 -0.5
H -1.94866 2.47242 4.74025 -0.6 0.0 0.5
H -0.34420 1.97695 4.82147 0.4 -0.4 -0.1
H -1.35489 2.16761 6.98714 0.0 0.1 -0.1
C 1.97274 -3.16673 -2.47961 0.7 0.2 0.0
C 1.47832 -4.43459 -3.09186 0.0 -0.1 -0.4
O 0.16414 -4.67129 -2.61958 -0.6 -0.5 0.3
H 3.01189 -3.03724 -2.78737 0.0 0.3 -0.1
H 1.98822 -3.19530 -1.39035 -0.2 -0.1 0.0
H 1.37362 -2.31711 -2.80556 0.1 0.1 0.0
H 2.12410 -5.28763 -2.87565 0.1 0.0 0.2
H 1.43224 -4.35217 -4.18053 0.1 0.1 -0.1
H 0.05074 -5.61902 -2.51172 -0.2 0.0 0.0
```
Positions in Å, forces in eV/Å.

Here are the Mulliken charges for atoms 1 to 6, given in e:
1. C -0.271
2. C -0.047
3. O -0.592
4. H -0.206
5. H -0.098
6. H 0.492

[2]
Molecular formula: C30H90O15
Method: DFT, ωB97M-V/def2-TZVPD

Calculated values
- HOMO-LUMO gap (eV) = 9.72
- highest occupied orbital energy (eV) = -9.50
- relative energy (zero: lowest compared OMol25 entry of this formula, charge and spin) (kJ/mol) = 872.3
- largest force on an atom (eV/A) = 4.05
- E (eV) = -63274.26671

```
135
Properties=species:S:1:pos:R:3:forces:R:3
C -4.62885 -24.30800 -6.84433 1.6 0.6 2.3
C -3.80804 -24.32765 -8.07888 -2.9 0.0 -1.7
O -3.70280 -23.01318 -8.60245 1.6 0.6 -0.1
H -4.65759 -25.32112 -6.44326 -0.8 0.1 0.2
H -5.51473 -23.67619 -6.78001 -0.7 -0.8 -1.0
H -4.06391 -23.70931 -6.12983 0.6 -0.2 0.5
H -4.46712 -24.83114 -8.78613 0.3 -0.7 -0.5
H -2.89411 -24.92021 -8.03763 0.3 0.8 0.2
H -4.57856 -22.66646 -8.78801 -0.1 -0.2 0.1
C -1.58733 -15.94475 -7.80731 0.8 1.5 -0.3
C -2.13945 -14.80695 -8.74485 0.8 -2.6 0.8
O -3.19716 -14.13414 -8.14296 -0.2 0.7 -0.1
H -0.90073 -16.53221 -8.41688 -0.2 -0.4 0.0
H -2.24976 -16.56512 -7.20362 -0.4 0.2 -0.7
H -0.94318 -15.47464 -7.06423 0.0 0.1 0.1
H -2.44540 -15.28942 -9.67313 -0.3 0.0 -0.3
H -1.31194 -14.14369 -8.99664 0.2 0.1 0.1
H -3.27442 -13.36943 -8.71816 -0.7 0.4 0.3
C -2.25806 -25.32299 -3.85116 -0.6 1.1 1.0
C -1.09026 -25.68624 -2.85745 -2.0 -0.3 -1.4
O -0.65050 -26.92107 -3.36476 1.2 -0.1 0.0
H -2.99953 -26.07070 -4.13270 0.4 -0.8 0.9
H -2.07193 -24.92797 -4.84987 1.2 0.2 0.2
H -2.86197 -24.54974 -3.37631 -0.1 0.3 0.1
H -1.39195 -25.83227 -1.82026 -0.9 0.0 0.0
H -0.36833 -24.87805 -2.74024 0.5 0.0 -0.8
H 0.08235 -27.20866 -2.81537 0.5 -0.4 0.0
C -3.29804 -19.15044 -6.70916 0.5 0.3 -0.1
C -2.83320 -18.83898 -5.28788 -1.2 -0.6 1.0
O -1.52273 -18.41330 -5.01894 0.7 0.9 -0.8
H -3.40072 -18.29034 -7.37082 0.7 0.2 0.0
H -4.31596 -19.53355 -6.78102 0.0 -0.5 0.7
H -2.60001 -19.89969 -7.08261 -0.1 0.0 -0.6
H -2.88277 -19.76041 -4.70770 -0.8 -0.4 0.0
H -3.48167 -18.10999 -4.80192 -0.1 0.0 0.0
H -0.92739 -18.87200 -5.61625 0.4 -0.3 -0.2
C 2.44873 -22.48793 -0.21705 -0.2 0.6 -1.7
C 1.46875 -22.20629 0.87523 1.2 -0.2 0.7
O 2.00125 -21.12023 1.68479 -0.4 -0.7 -0.7
H 2.34950 -21.68886 -0.95172 0.7 0.4 0.0
H 2.11532 -23.32790 -0.82646 -0.1 -0.5 0.3
H 3.48465 -22.66087 0.07460 -0.2 0.2 0.2
H 1.47140 -23.16293 1.39766 -0.7 0.2 0.8
H 0.50752 -21.97682 0.41536 -0.2 0.1 0.4
H 1.53101 -21.03982 2.51787 -0.2 -0.2 -0.1
C 9.56595 -18.59344 -6.10687 0.6 -1.3 -1.0
C 8.25896 -18.22097 -5.50751 1.4 1.7 2.9
O 7.12381 -18.82134 -5.94043 -1.0 -1.4 -1.4
H 10.42780 -18.10912 -5.64780 -0.3 0.6 -0.2
H 9.55566 -18.53386 -7.19520 0.2 0.5 -0.1
H 9.80743 -19.63794 -5.90988 -0.4 -0.3 0.0
H 8.13903 -17.14116 -5.41956 0.0 0.4 -0.7
H 8.36518 -18.43974 -4.44499 0.1 -0.3 0.6
H 6.45620 -18.14130 -6.05634 -0.6 0.0 0.0
C 2.79773 -25.22154 -6.59056 0.9 -0.4 -0.6
C 1.37524 -25.52437 -6.95197 0.3 0.1 1.0
O 1.10061 -26.84838 -6.49789 -0.5 0.1 -0.5
H 3.05602 -25.48605 -5.56517 -0.4 0.3 0.2
H 3.04891 -24.18337 -6.80784 0.2 0.0 0.0
H 3.39460 -25.90171 -7.19819 0.4 0.2 -0.1
H 1.24184 -25.44938 -8.03117 -0.1 -0.2 0.0
H 0.78833 -24.73638 -6.48005 -0.8 -0.3 0.0
H 0.61368 -26.83134 -5.67072 -0.1 0.1 0.2
C 5.22504 -22.99751 -3.75391 0.4 0.1 -0.1
C 5.82013 -21.65156 -4.15816 -0.1 0.3 -0.2
O 6.93533 -21.77740 -4.98453 1.2 -0.9 -0.5
H 4.55621 -22.80091 -2.91599 -0.1 -0.4 0.0
H 6.02377 -23.67856 -3.46014 0.3 0.3 0.6
H 4.75291 -23.61914 -4.51468 -0.5 0.7 -0.4
H 6.16267 -21.11247 -3.27490 -0.4 0.0 0.5
H 5.19803 -20.96723 -4.73503 -1.1 -0.2 0.5
H 7.24233 -20.87680 -5.11207 0.2 0.2 -0.5
C -2.42277 -19.93011 -0.15290 -0.3 -0.3 -1.8
C -2.07520 -19.82822 -1.67750 0.4 0.1 1.3
O -1.95429 -18.46509 -1.98984 0.3 0.3 -0.2
H -1.50595 -19.79894 0.42184 -0.2 -0.1 0.1
H -2.91329 -20.89081 0.00382 0.3 -0.1 0.4
H -3.14131 -19.15096 0.10149 0.1 0.0 0.0
H -2.73216 -20.29885 -2.40894 -0.6 -0.3 0.5
H -1.10091 -20.28949 -1.83901 0.2 -0.4 0.1
H -1.38924 -18.49326 -2.76542 -0.1 0.8 -0.5
C 2.91986 -21.08576 -10.68356 0.9 1.0 -0.9
C 2.44234 -19.86643 -9.86528 1.2 -0.3 0.0
O 1.16153 -20.02818 -9.47627 -3.4 -0.9 2.0
H 2.62869 -20.85522 -11.70833 0.2 -0.2 -0.3
H 2.55601 -22.09959 -10.51660 -0.5 0.4 0.9
H 4.00489 -21.18689 -10.65934 0.1 0.2 -0.1
H 2.38730 -18.90484 -10.37557 1.3 0.0 -0.8
H 2.97796 -19.69097 -8.93231 0.5 -0.2 -0.1
H 0.57232 -20.12051 -10.22853 -0.1 0.0 -0.6
C 2.97535 -16.97660 -7.04744 -0.8 -0.7 -0.3
C 3.78688 -17.99620 -6.25528 -0.9 0.9 -2.8
O 4.86125 -17.23176 -5.82314 1.3 0.3 2.2
H 2.72164 -16.17584 -6.35281 -0.1 0.2 -0.2
H 2.05715 -17.43064 -7.42008 -0.2 0.1 -0.1
H 3.53372 -16.59945 -7.90422 0.1 0.1 0.2
H 4.27052 -18.68109 -6.95179 -0.7 -0.8 0.3
H 3.08397 -18.41025 -5.53238 0.8 -0.5 0.5
H 4.63261 -16.98257 -4.92468 0.5 0.4 0.2
C 0.63455 -21.98030 -5.32829 -0.2 -0.6 0.0
C 1.25261 -21.12346 -6.42548 1.2 -0.7 2.0
O 0.25829 -20.26322 -6.81650 -1.0 1.1 -0.8
H -0.27283 -22.42872 -5.73285 0.0 -0.3 -0.1
H 0.28510 -21.39136 -4.48027 0.1 0.5 -0.1
H 1.25306 -22.75397 -4.87331 0.3 -0.1 -0.4
H 1.71444 -21.62426 -7.27636 -0.4 -0.7 0.0
H 2.08136 -20.55825 -5.99909 0.3 0.2 0.3
H 0.48868 -20.11162 -7.73603 -0.4 0.7 -0.8
C 3.97651 -26.66789 -2.16520 0.7 -0.3 -0.9
C 3.08384 -27.43508 -1.23728 -0.1 0.3 -0.4
O 2.04825 -28.04052 -1.98687 -1.0 0.1 -0.5
H 4.16550 -27.30487 -3.02929 0.5 -0.2 0.1
H 4.90506 -26.45562 -1.63525 0.1 0.1 -0.2
H 3.62949 -25.75206 -2.64368 -0.5 0.2 0.6
H 2.68229 -26.71756 -0.52172 -0.1 -0.4 0.6
H 3.64452 -28.26751 -0.81209 0.3 0.4 0.6
H 1.70921 -28.80393 -1.51374 0.0 0.0 0.1
C -2.10147 -19.13387 -10.30470 0.4 0.1 0.7
C -1.76122 -20.10201 -11.37722 -2.1 1.5 -2.1
O -0.44348 -20.00364 -11.85428 1.8 -1.1 0.8
H -1.32123 -19.25699 -9.55359 -0.2 0.6 0.5
H -3.07696 -19.36037 -9.87433 0.1 0.0 0.1
H -2.13789 -18.13980 -10.75033 0.2 0.2 0.5
H -2.25441 -19.67941 -12.25259 -1.3 -0.9 -0.1
H -2.19165 -21.07368 -11.13495 1.1 -0.5 -0.3
H -0.37846 -19.26680 -12.46619 -0.1 -0.1 0.1
C -0.28531 -23.78642 -10.32628 1.2 0.3 2.0
C 0.39835 -23.78147 -11.65856 -0.2 1.1 0.7
O 0.01892 -24.89427 -12.37121 -0.1 -1.2 -1.5
H -0.02549 -22.88249 -9.77536 -0.3 0.5 -0.1
H 0.27604 -24.49809 -9.72088 -0.4 -0.6 0.1
H -1.34676 -23.98315 -10.17557 0.0 0.1 -0.8
H 1.47250 -23.83097 -11.48008 0.1 -0.2 -0.1
H 0.25447 -22.81936 -12.15023 -0.3 0.0 -0.5
H -0.73389 -24.70353 -12.93557 0.0 0.1 0.1
```
Positions in Å, forces in eV/Å.

Here are the Mulliken charges for atoms 1 to 6, given in e:
1. C -1.174
2. C -0.170
3. O -0.455
4. H 0.317
5. H 0.393
6. H 0.250

Question: The lowest largest force on an atom belongs to which entry?
Answer: number 1